No. 1
Density functional theory data (ωB97M-V/def2-TZVPD) for a structure of composition C4H7NOS in a non-equilibrium geometry.

Last column: Löwdin charge in e.
Cartesian coordinates (Å):
1 S 2.979 0.375 0.169  0.711
2 O -0.565 -0.455 0.065  -0.172
3 N 1.488 -1.645 -0.128  0.040
4 C 1.572 -0.342 0.070  -0.904
5 C 0.279 0.406 -0.048  -0.587
6 C -2.052 -0.221 0.185  -0.039
7 C 0.205 1.731 -0.129  0.034
8 H 1.176 2.216 -0.088  0.019
9 H -2.532 -1.161 1.091  0.180
10 H 2.467 -2.150 -0.167  0.153
11 H -2.080 0.994 0.834  0.154
12 H -0.825 2.300 -0.474  0.119
13 H 0.525 -2.026 -0.472  0.163
14 H -2.636 -0.022 -0.907  0.129

Its orbital gap is 8.54 eV. Its HOMO energy is -8.151 eV. Its spin multiplicity is 1. The calculation puts the total energy at -684.61622 Ha. The calculation puts the molar mass at 117.17 g/mol.

No. 2
Density functional theory data (ωB97M-V/def2-TZVPD) for a structure of composition FNO3PrS2 in a non-equilibrium geometry.

Last column: Mulliken spin population.
Cartesian coordinates (Å):
1 Pr 0.176 -0.628 -2.466  2.122
2 S 0.091 1.213 0.016  -0.012
3 S -0.338 -1.415 0.968  -0.016
4 F 2.040 0.984 -1.105  -0.021
5 O -0.560 -1.528 -0.589  -0.039
6 O 0.209 2.641 0.338  -0.009
7 O -1.677 -1.521 1.615  -0.013
8 N 0.059 0.254 1.223  -0.011

Its charge is +1. Its orbital gap (alpha / beta) is 4.76 / 6.64 eV. Its HOMO energy (alpha / beta) is -13.497 / -13.599 eV. Its spin multiplicity is 3. The calculation puts the total energy at -1693.34757 Ha. The calculation puts the molar mass at 286.04 g/mol.

No. 3
Density functional theory data (ωB97M-V/def2-TZVPD) for a structure of composition C54H65CsN5O10PS3 in a non-equilibrium geometry.

Last column: Löwdin charge in e.
Cartesian coordinates (Å):
1 Cs -0.599 0.899 1.088  0.911
2 S 2.813 0.099 2.370  0.837
3 S 2.308 5.143 0.333  0.593
4 S -4.215 -0.585 1.138  0.958
5 P 1.919 -2.185 -0.659  0.877
6 O -0.640 2.076 -1.265  -0.276
7 O 0.365 1.851 -3.245  -0.039
8 O 2.145 1.167 3.164  -0.546
9 O 3.392 -2.557 -0.065  -0.342
10 O 2.394 -1.817 -2.157  -0.302
11 O -4.523 -0.004 2.469  -0.488
12 O -1.948 -1.291 -6.485  -0.056
13 O 1.293 -3.674 -0.979  -0.301
14 O -1.258 5.247 -2.995  0.084
15 O -3.112 -3.009 -5.587  -0.067
16 N -2.160 0.193 4.932  0.059
17 N 0.468 5.059 -1.558  0.099
18 N -1.563 -0.506 -1.549  0.061
19 N -1.740 -0.458 3.964  0.023
20 N 2.037 3.384 -1.677  0.038
21 C -1.309 2.292 3.898  -0.150
22 C 2.923 5.438 -5.093  -0.092
23 C -1.797 -2.581 2.868  -0.058
24 C -7.823 -3.162 0.087  -0.098
25 C -1.608 3.391 6.566  -0.146
26 C -3.982 2.828 -1.841  -0.068
27 C 0.442 4.183 -5.110  -0.019
28 C -0.076 5.026 -2.827  -0.419
29 C 1.359 -1.507 -3.130  -0.269
30 C -7.880 -2.261 1.143  -0.085
31 C 4.552 0.089 2.895  -0.335
32 C -6.781 -1.469 1.443  -0.064
33 C 0.861 4.886 -3.988  -0.152
34 C 1.632 -2.249 -4.414  -0.049
35 C -2.152 -1.414 -4.132  -0.107
36 C -2.447 -1.952 -5.555  -0.700
37 C -3.916 1.983 0.412  -0.114
38 C -1.129 4.169 5.511  -0.139
39 C -4.356 0.751 -0.056  -0.361
40 C 1.274 4.091 -6.214  -0.069
41 C -5.635 -1.585 0.675  -0.353
42 C -3.279 -4.356 3.518  -0.105
43 C -6.662 -3.283 -0.666  -0.077
44 C 3.138 2.547 -1.244  -0.206
45 C -4.625 0.550 -1.403  -0.080
46 C -2.303 -3.858 2.668  -0.094
47 C -1.514 -0.199 -3.921  0.036
48 C 2.495 -0.945 5.573  -0.107
49 C 4.334 2.635 -2.185  -0.226
50 C 0.995 -4.974 1.049  -0.071
51 C 0.326 -4.181 -0.059  -0.319
52 C 1.621 4.461 -1.035  -0.859
53 C -1.940 2.076 6.305  -0.087
54 C -0.458 1.501 -2.356  -0.624
55 C -0.997 3.626 4.238  -0.182
56 C -2.151 -1.684 -1.757  -0.184
57 C -1.242 0.222 -2.623  -0.218
58 C 2.513 4.718 -6.207  -0.098
59 C 1.581 -1.339 4.422  -0.287
60 C 2.098 5.517 -3.980  -0.042
61 C 4.284 -3.396 -0.813  -0.292
62 C 5.591 -0.129 0.583  -0.112
63 C -2.474 -2.172 -3.011  -0.016
64 C -3.733 3.021 -0.491  -0.066
65 C 5.036 3.985 -2.116  -0.109
66 C 2.286 -1.504 3.082  -0.336
67 C 5.117 -4.207 0.155  -0.072
68 C -2.270 -1.787 3.905  -0.270
69 C -1.762 1.563 5.012  -0.335
70 C -4.441 1.598 -2.292  -0.067
71 C -3.252 -2.286 4.758  -0.031
72 C 5.430 -0.744 1.969  -0.299
73 C -5.556 -2.500 -0.366  -0.083
74 C -3.745 -3.565 4.564  -0.094
75 H 1.078 -2.286 4.642  0.110
76 H -2.954 -3.131 -3.156  0.108
77 H -6.782 -0.767 2.268  0.108
78 H 5.007 -1.746 1.873  0.069
79 H 4.475 -4.815 0.793  0.073
80 H 1.356 -0.427 -3.279  0.106
81 H -3.782 3.629 -2.542  0.104
82 H -3.688 2.111 1.465  0.096
83 H -0.868 5.209 5.691  0.080
84 H 3.413 2.835 -0.228  0.076
85 H -2.363 -2.265 -0.860  0.088
86 H 1.604 -1.928 2.342  0.040
87 H 3.889 5.928 -5.084  0.097
88 H 2.883 0.063 5.426  0.064
89 H 3.162 -2.158 3.135  0.089
90 H 2.610 -1.977 -4.814  0.074
91 H 6.036 0.867 0.645  0.077
92 H 1.382 2.928 -2.347  0.093
93 H -2.333 1.431 7.086  0.084
94 H 5.722 -3.560 0.791  0.060
95 H 2.415 6.065 -3.100  0.112
96 H 6.233 -0.747 -0.048  0.071
97 H -0.353 -4.807 -0.640  0.120
98 H -8.782 -2.177 1.735  0.098
99 H 0.252 -5.390 1.731  0.065
100 H 6.410 -0.864 2.441  0.107
101 H 4.909 -2.759 -1.442  0.114
102 H -0.616 4.291 3.462  0.066
103 H -1.206 0.395 -4.770  0.125
104 H -6.612 -3.987 -1.486  0.105
105 H 4.627 -0.036 0.081  0.050
106 H 4.336 4.794 -2.328  0.045
107 H 1.581 -5.791 0.625  0.077
108 H -4.622 1.435 -3.347  0.110
109 H -3.630 -1.643 5.540  0.103
110 H 5.034 1.832 -1.930  0.094
111 H -3.352 3.972 -0.142  0.113
112 H 5.440 4.164 -1.117  0.069
113 H -1.726 3.809 7.559  0.077
114 H 4.824 1.146 2.863  0.097
115 H -1.057 -2.157 2.199  0.075
116 H 1.666 -4.334 1.626  0.062
117 H 0.795 -0.589 4.311  0.083
118 H -4.943 -0.415 -1.774  0.098
119 H -0.515 3.684 -5.088  0.121
120 H -3.688 -5.346 3.357  0.092
121 H 1.604 -3.326 -4.247  0.077
122 H 0.386 -1.799 -2.730  0.080
123 H 4.596 -0.247 3.931  0.078
124 H -4.519 -3.945 5.220  0.094
125 H 3.708 -4.051 -1.468  0.108
126 H -0.261 -3.353 0.354  0.073
127 H -4.645 -2.600 -0.942  0.090
128 H 3.337 -1.638 5.676  0.070
129 H -1.952 -4.456 1.835  0.085
130 H 5.788 -4.871 -0.394  0.074
131 H 0.959 3.515 -7.074  0.103
132 H 2.762 1.519 -1.221  0.119
133 H 3.988 2.439 -3.205  0.110
134 H 3.164 4.641 -7.070  0.093
135 H 1.942 -0.947 6.514  0.072
136 H 5.854 4.045 -2.838  0.064
137 H -8.683 -3.778 -0.146  0.095
138 H -0.135 5.463 -0.856  0.131
139 H 0.869 -1.987 -5.150  0.081

Its charge is -2. Its orbital gap is 5.33 eV. Its HOMO energy is -2.144 eV. Its spin multiplicity is 1. The calculation puts the total energy at -4679.08996 Ha. The calculation puts the molar mass at 1204.22 g/mol.

No. 4
Density functional theory data (ωB97M-V/def2-TZVPD) for a cluster of 12 separate species, H23O12 in total in a non-equilibrium geometry.

Last column: Mulliken spin population.
Cartesian coordinates (Å):
1 O -1.341 3.835 1.957  0.000
2 O -0.699 1.135 -1.351  0.000
3 O -0.900 -2.030 1.215  0.722
4 O -2.053 0.958 2.028  0.002
5 O 3.668 -0.989 0.773  0.000
6 O 3.377 3.357 -1.989  0.000
7 O -2.224 -1.895 -4.104  0.001
8 O 1.477 0.856 1.675  0.000
9 O 1.450 4.254 -0.478  0.000
10 O -2.844 -3.330 2.602  0.035
11 O -0.111 -1.566 -1.086  0.316
12 O 0.744 -3.672 -2.120  0.003
13 H -2.432 1.092 2.920  0.000
14 H -1.378 -1.643 -4.531  0.000
15 H 0.774 -1.612 -1.206  -0.013
16 H 1.125 -2.998 -1.465  0.001
17 H -1.982 -3.466 2.835  -0.001
18 H -0.607 0.319 -0.879  -0.007
19 H -0.542 -1.647 -0.014  -0.029
20 H -1.304 -2.798 0.889  -0.027
21 H -2.087 -1.952 -3.193  0.000
22 H -0.147 -3.795 -1.871  0.000
23 H 0.550 4.097 -0.449  0.000
24 H 1.946 3.590 0.103  0.000
25 H -1.066 2.932 2.131  0.000
26 H 2.956 2.750 -1.374  0.000
27 H 0.566 0.746 1.885  0.000
28 H 3.274 -0.662 0.079  0.000
29 H 3.533 -1.848 0.526  0.000
30 H -2.318 0.111 1.578  -0.001
31 H 2.498 3.694 -2.538  0.000
32 H 2.010 0.059 1.922  0.000
33 H -2.582 -3.340 1.655  -0.001
34 H -1.308 1.617 -0.659  0.000
35 H -2.026 3.839 2.534  0.000

Its orbital gap (alpha / beta) is 9.25 / 4.67 eV. Its HOMO energy (alpha / beta) is -10.262 / -10.262 eV. Its spin multiplicity is 2. The calculation puts the total energy at -916.39238 Ha. The calculation puts the molar mass at 215.17 g/mol.